Here is a cluster of 16 separate species, C4H40O16S in total in a non-equilibrium geometry from the Open Molecules 2025 dataset. Energies are from ωB97M-V/def2-TZVPD.

Each line ends with the Löwdin charge.
Element x y z (Å)
S 3.48602 1.68887 -1.22074  1.10
O -2.27156 0.33348 -4.67089  -0.06
O 2.45612 2.93230 2.43532  -0.07
O -2.34102 1.46004 4.29022  -0.06
O -3.30314 -2.37067 -3.41462  -0.03
O -0.10221 -3.44811 -1.82858  -0.06
O 3.32458 -3.08821 -0.48483  -0.04
O -1.81483 -2.91469 0.20816  -0.08
O 0.50357 -2.92265 1.62773  -0.05
O 3.46790 0.45697 2.66137  -0.07
O 3.03148 -2.23501 2.80085  -0.06
O -2.18843 1.36768 -2.13702  -0.11
O -1.94761 0.24693 1.62825  -0.05
O -2.99706 -0.86006 -1.14498  -0.07
O -2.66147 2.85450 0.48070  -0.05
O 0.02221 3.98196 2.16379  -0.03
O -0.02815 -2.30038 -4.21893  -0.03
C -0.15527 1.31871 0.32726  -0.15
C 1.41872 1.19777 0.26075  -0.25
C -0.57163 0.53245 1.57901  -0.22
C 1.87300 2.32734 -0.64429  -0.43
H -2.66622 2.17710 -1.96895  0.05
H 3.80459 -3.74444 0.03473  0.06
H -2.50093 -1.43866 -0.52968  0.01
H 3.00786 1.25993 2.34553  -0.02
H -2.28985 0.44998 -1.75077  0.01
H 3.05707 0.85367 -2.19316  -0.05
H -3.26946 -1.33295 -1.96167  0.03
H 0.75838 -3.25769 0.76340  0.03
H 1.64789 0.17462 -0.08579  0.12
H 3.02058 -1.43922 3.33346  0.02
H 0.81118 -3.51842 -1.54196  0.03
H 3.87758 0.68331 3.50218  0.06
H 0.03506 -0.37474 1.62759  0.12
H -1.87530 0.72631 4.71878  0.05
H -0.36925 1.26129 2.37014  0.12
H 3.07447 -1.98257 1.87758  0.00
H 0.03674 -1.34379 -4.30675  0.05
H -0.55188 1.04356 -0.65058  0.10
H -2.65593 -3.05945 -3.24079  0.05
H 3.91545 -2.33137 -0.53649  0.04
H -0.23146 -3.14731 -2.75416  0.01
H -2.51317 0.62933 -3.77627  0.00
H 3.24586 3.29282 2.02718  0.07
H -2.60735 1.88802 0.53272  0.01
H 1.19438 -3.20503 2.24300  0.05
H -1.45028 0.65369 -5.03462  0.03
H -2.15379 -0.32030 0.87274  0.07
H -0.21676 4.89516 2.37692  0.09
H -0.44170 2.37012 0.36530  0.09
H -2.71556 0.91783 3.57159  0.02
H -2.94130 -1.70344 -4.01699  0.03
H -0.78229 3.53837 2.48369  0.07
H 0.61377 -2.63579 -4.85652  0.08
H 1.72056 1.38055 1.30087  0.07
H 1.97763 3.28814 -0.15812  0.09
H -1.28806 -3.37070 -0.49851  0.03
H 1.63326 3.46172 2.32844  0.02
H -3.27607 3.00842 1.21466  0.06
H 1.22071 2.41556 -1.52887  0.11
H -1.05762 -2.72288 0.80166  0.00

energy above the lowest of the compared OMol25 structures with the same formula, charge and spin	0.000	eV
charge	+1
2S+1	2
HOMO level (alpha / beta)	-0.484 / -0.484	hartree



Here is a cluster of 2 separate species, C2H7N4O in total in a non-equilibrium geometry from the Open Molecules 2025 dataset. Energies are from ωB97M-V/def2-TZVPD.

Each line ends with the Löwdin charge.
Element x y z (Å)
O -0.90920 -1.49993 0.97663  0.12
N -0.66650 0.34897 2.18432  0.21
N -0.90213 -0.80134 -1.49077  0.19
N 0.51577 1.03590 -2.14453  0.15
N -0.21089 -0.46137 1.20847  -0.27
C -0.10956 0.01528 -1.69509  -0.39
C 0.85879 -0.31876 0.45988  0.13
H -0.40405 1.26283 2.50806  0.15
H 0.29227 1.30605 -3.13732  0.17
H -1.52902 -0.03087 2.51958  0.14
H 1.39104 0.54584 0.49834  0.09
H 1.14358 -1.13942 -0.09728  0.10
H -0.94647 -1.52238 -0.01746  0.07
H 1.47637 1.25920 -1.77282  0.15

energy above the lowest of the compared OMol25 structures with the same formula, charge and spin	5.292	eV
charge	+1
HOMO level	-0.533	hartree



Here is a cluster of 5 separate species, C25H45N2O15 in total in a non-equilibrium geometry from the Open Molecules 2025 dataset. Energies are from ωB97M-V/def2-TZVPD.

Each line ends with the Löwdin charge.
Element x y z (Å)
O -1.55225 6.68593 3.78318  -0.01
O -4.05194 2.29117 3.24003  0.00
O 0.68415 1.20227 -0.85619  0.02
O -6.06461 3.14565 3.03148  0.03
O 3.13964 -7.59471 3.37304  0.11
O 4.34594 -2.93463 -1.61122  -0.03
O -0.01255 3.26098 -0.53874  -0.01
O 1.14771 2.22506 1.14927  0.11
O -0.19720 8.05080 2.72230  0.01
O 3.10276 -2.55576 -1.70644  -0.14
O 1.81964 -4.39787 -0.77860  0.06
O -4.41099 4.43803 3.96859  0.09
O 5.21954 -8.13707 2.56770  -0.01
O -1.05748 8.70821 4.74977  0.11
O 4.12973 -6.48006 1.62371  0.02
N 1.01496 -4.62631 -6.55094  -0.14
N 0.76169 -4.90952 -7.88924  0.06
C 1.77356 9.23272 3.52190  -0.07
C -6.76977 5.27510 2.08895  -0.07
C 2.27760 -5.49918 -4.21833  0.07
C -2.29977 6.35850 4.95157  -0.05
C 0.54244 9.27495 2.63303  -0.22
C -0.38901 -2.18421 -6.65585  -0.16
C 1.33295 0.00755 -0.40310  -0.22
C 0.89070 -3.06397 -4.32033  0.12
C -2.58624 -3.85227 -6.87876  -0.13
C 3.03138 -4.55607 2.62973  -0.05
C -0.19616 4.37614 0.32951  -0.04
C 0.49683 -3.35071 -5.92048  0.00
C 0.44209 -0.76579 0.55390  -0.06
C 2.99764 -5.60618 1.53263  -0.23
C 5.32426 -9.10350 3.60990  -0.05
C 1.84072 -5.68987 -5.79694  0.08
C -6.99429 4.22784 3.16615  -0.22
C 0.66542 2.23101 0.02782  -0.55
C -0.95367 7.90253 3.83851  -0.55
C 4.06357 -7.42672 2.59303  -0.55
C -4.80651 3.39462 3.47346  -0.53
C -2.67427 2.45653 3.56534  -0.04
C 2.20056 -3.74279 -1.87841  -0.15
C 1.82154 -4.12970 -3.42873  0.02
C -1.62553 -2.72707 -7.58461  -0.27
H -2.27614 -1.77618 -7.89750  0.13
H -6.79329 4.81646 1.09528  0.08
H 0.90327 -1.71887 0.82674  0.07
H -1.61857 6.18840 5.79206  0.10
H -0.88738 -1.53482 -5.78732  0.14
H -2.20688 3.14989 2.85809  0.08
H -1.19203 -3.13983 -8.61667  0.11
H 2.38157 10.13083 3.38320  0.08
H 6.21681 -9.70769 3.42471  0.10
H -2.18371 1.48365 3.47139  0.10
H 2.38214 8.35156 3.29503  0.08
H 0.30739 -5.85576 -7.87814  0.13
H 1.52572 -0.60404 -1.29091  0.09
H 0.55271 -2.08539 -3.73903  0.13
H 3.05741 -5.11145 0.55739  0.08
H -2.24587 -4.90530 -7.29346  0.07
H -0.89825 4.11297 1.12775  0.08
H 1.63017 -4.91775 -8.46944  0.14
H 2.93622 -5.01192 3.61966  0.08
H 5.44223 -8.59776 4.57411  0.10
H -2.54646 2.80906 4.59347  0.10
H 2.92067 -6.31361 -3.63037  0.14
H 0.25772 -0.19922 1.47141  0.08
H 0.75567 4.71636 0.74897  0.10
H -2.84667 5.43176 4.75654  0.05
H 4.45527 -9.76851 3.62635  0.10
H 1.49896 9.16464 4.57867  0.08
H -3.02452 7.14178 5.19424  0.10
H -6.94215 4.66140 4.17126  0.13
H -0.09785 10.13310 2.86654  0.13
H -7.53628 6.05313 2.14035  0.08
H -5.79056 5.75123 2.19508  0.07
H -0.53465 -0.95950 0.09919  0.08
H 2.30533 0.24029 0.04549  0.13
H 2.21614 -3.83850 2.50331  0.07
H 2.20689 -6.69965 -6.31345  0.15
H 2.06333 -6.17872 1.54703  0.13
H -7.99610 3.80059 3.05106  0.12
H -3.67979 -3.68164 -7.32567  0.10
H 3.98475 -4.01824 2.61864  0.09
H 4.96702 -2.28139 -2.09112  0.17
H 0.31992 -1.41720 -7.23059  0.15
H 0.85467 9.38059 1.58863  0.12
H -0.62715 5.19420 -0.25445  0.10
H -2.64249 -3.80057 -5.71111  0.09

charge	+1
HOMO level	-0.429	hartree